Record 1
Density functional theory data (the ωB97M-V functional and the def2-TZVPD basis) for an isolated molecule of C5H10O.

Each line ends with the Löwdin charge.
CARTESIAN COORDINATES (ANGSTROEM)
C1 1.403 -1.006 0.069  -0.076
C2 0.375 -0.083 0.669  -0.328
C3 0.331 1.382 0.178  -0.131
C4 -1.128 1.142 -0.302  -0.106
C5 -1.028 -0.355 0.064  -0.342
O1 -1.060 -1.109 -1.145  -0.052
H1 1.187 -2.033 0.394  0.082
H2 1.275 -0.965 -1.018  0.083
H3 2.433 -0.749 0.323  0.079
H4 0.319 -0.127 1.764  0.137
H5 0.467 2.141 0.957  0.101
H6 1.051 1.609 -0.620  0.108
H7 -1.885 1.726 0.228  0.105
H8 -1.256 1.251 -1.381  0.110
H9 -1.713 -0.806 0.796  0.140
H10 -0.771 -2.017 -0.978  0.090

Calculated values
molar mass: 86.1 g mol⁻¹
relative energy (zero: lowest compared OMol25 entry of this formula, charge and spin): 103.3 kJ/mol
HOMO: -9.82 eV
E_tot: -7393.6946 eV
largest force on an atom: 0.48 eV/A
charge: 0
SMILES: C[C@H]1CC[C@H]1O

=====

Record 2
Density functional theory data (the ωB97M-V functional and the def2-TZVPD basis) for a structure of composition C21H25BN5OS2Sr.

Each line ends with the Löwdin charge.
CARTESIAN COORDINATES (ANGSTROEM)
Sr1 -0.497 -0.709 -0.136  1.103
C1 -2.105 -4.233 0.555  -0.042
N1 -1.165 -3.871 1.603  -0.118
C2 -1.447 -3.832 2.952  -0.068
C3 -0.322 -3.423 3.572  -0.082
N2 0.650 -3.220 2.620  -0.022
B1 2.095 -2.745 2.965  -0.465
N3 2.476 -1.442 2.178  -0.018
C4 3.683 -1.310 1.530  -0.077
C5 3.781 -0.050 1.056  -0.051
N4 2.613 0.594 1.409  -0.125
C6 2.292 1.981 1.119  -0.041
C7 1.819 -0.272 2.095  -0.783
S1 0.252 0.102 2.674  0.546
C8 0.127 -3.494 1.411  -0.788
S2 0.901 -3.388 -0.117  0.519
H1 -2.883 -4.851 0.999  0.089
H2 -1.574 -4.796 -0.210  0.067
H3 -2.545 -3.333 0.115  0.065
H4 -2.425 -4.065 3.333  0.116
H5 -0.126 -3.231 4.610  0.114
H6 2.903 -3.580 2.634  0.068
H7 2.109 -2.524 4.155  0.070
H8 4.356 -2.143 1.450  0.114
H9 4.546 0.439 0.481  0.115
H10 3.225 2.517 0.958  0.090
H11 1.759 2.402 1.968  0.068
H12 1.673 2.056 0.224  0.045
C9 -3.390 1.029 0.781  -0.061
C10 -3.713 -0.471 0.628  -0.799
C11 -5.115 -0.614 0.021  -0.063
C12 -3.692 -1.121 2.016  -0.059
O1 -2.781 -1.089 -0.201  -0.488
H13 -4.106 1.548 1.425  0.076
H14 -3.415 1.523 -0.193  0.081
H15 -2.387 1.155 1.207  0.045
H16 -5.894 -0.169 0.649  0.073
H17 -5.334 -1.675 -0.117  0.072
H18 -5.140 -0.133 -0.959  0.075
H19 -4.303 -0.579 2.746  0.078
H20 -2.664 -1.160 2.393  0.053
H21 -4.083 -2.141 1.962  0.071
N5 3.749 6.569 -6.785  0.130
C13 3.280 5.793 -6.076  -0.203
C14 2.697 4.826 -5.191  -0.255
C15 1.748 5.219 -4.247  -0.040
C16 1.190 4.287 -3.397  -0.032
C17 1.560 2.935 -3.460  -0.268
C18 2.514 2.556 -4.417  -0.031
C19 3.075 3.485 -5.270  -0.040
C20 0.992 1.972 -2.576  -0.239
C21 0.524 1.135 -1.811  -0.140
H22 1.455 6.259 -4.188  0.113
H23 0.452 4.587 -2.665  0.114
H24 2.804 1.516 -4.474  0.114
H25 3.810 3.180 -6.004  0.113

Calculated values
molar mass: 526.0 g mol⁻¹
relative energy (zero: lowest compared OMol25 entry of this formula, charge and spin): 0.0 kJ/mol
HOMO: -5.39 eV
E_tot: -54868.4822 eV
largest force on an atom: 0.34 eV/A
charge: -1